No. 1
13
Properties=species:S:1:pos:R:3:forces:R:3:lowdin_charge:R:1 method="wB97M-V/def2-TZVPD" smiles="[H]/N=C/OC=C.C#N" total_charge=0 homo_lumo_gap_ev=9.48 e_tot_ev=-9269.1599 mol_weight_g_mol=98.10 homo_ev=-8.9441
N 1.8601 -0.1716 -1.7749 0.2 0.1 0.3 0.125
C 2.1636 0.2868 -0.6428 0.2 -0.3 -0.3 -0.300
O 1.3188 0.2953 0.4020 0.4 -0.6 0.2 -0.031
C -0.0244 0.1436 0.2160 0.1 -0.1 0.4 -0.202
C -0.7206 -0.0183 1.3575 0.7 0.3 0.3 -0.006
C -2.6673 -0.3906 0.0857 -1.5 -0.7 -0.5 -0.165
N -3.3384 -1.2390 0.4880 0.4 0.6 -0.4 0.084
H 2.6578 -0.1007 -2.3998 -0.1 0.1 -0.1 0.057
H 3.0990 0.7380 -0.3071 0.0 -0.1 -0.2 0.137
H -0.3189 0.0733 -0.8353 -0.1 0.9 0.3 0.100
H -2.1742 0.4323 -0.4039 -0.4 -0.2 0.0 0.062
H -0.2637 -0.5803 2.1574 0.7 0.7 0.4 0.083
H -1.5916 0.5313 1.6572 -0.6 -0.7 -0.4 0.056

***

No. 2
13
Properties=species:S:1:pos:R:3:forces:R:3:lowdin_charge:R:1 method="wB97M-V/def2-TZVPD" total_charge=0 homo_lumo_gap_ev=9.18 e_tot_ev=-9267.4464 mol_weight_g_mol=98.10 homo_ev=-8.2926
C 1.4051 -0.8449 1.6052 0.1 -0.1 0.0 -0.040
O 0.1776 -0.1458 1.8921 0.1 0.1 0.2 -0.147
C -0.6978 0.1289 0.5612 -0.1 -0.3 0.2 -0.251
N -1.0204 -0.8927 1.2384 0.0 0.4 -0.5 0.229
N -1.3754 -0.3368 -2.1210 0.1 0.3 -0.1 0.060
C -0.8476 0.7715 -1.7629 0.0 -0.1 0.1 -0.295
C -0.4802 1.0545 -0.3847 0.0 0.0 0.0 -0.088
H 2.1758 -0.3279 2.1789 -0.1 -0.1 -0.1 0.098
H 1.2901 -1.8802 1.9302 0.0 0.1 0.0 0.098
H 1.6207 -0.7902 0.5351 0.0 0.0 0.1 0.096
H -1.5368 -0.3432 -3.1271 0.0 0.0 0.1 0.035
H -0.6217 1.5881 -2.4624 -0.1 -0.1 0.1 0.104
H -0.0894 2.0188 -0.0832 0.0 -0.1 0.0 0.101

***

No. 3
13
Properties=species:S:1:pos:R:3:forces:R:3:lowdin_charge:R:1 method="wB97M-V/def2-TZVPD" total_charge=0 homo_lumo_gap_ev=8.74 e_tot_ev=-9269.5599 mol_weight_g_mol=98.10 homo_ev=-8.1448
N -1.8688 0.7397 0.0105 0.0 0.1 -0.2 0.079
C -0.5741 0.2047 0.1154 0.4 -0.1 -0.1 -0.311
C 0.4590 0.0227 -0.7298 -0.3 0.0 0.4 -0.311
O 0.4305 0.4229 -2.0191 0.2 -0.1 -0.1 0.078
C 1.5695 -0.6454 -0.0571 0.1 -0.1 0.2 -0.150
C 1.3426 -0.9326 1.2541 -0.2 0.2 -0.5 -0.059
N -0.1045 -0.3356 1.3950 -0.1 0.0 0.2 0.013
H -2.4433 0.2309 -0.6532 0.0 0.1 0.1 0.082
H -1.8672 1.7169 -0.2605 0.0 -0.1 0.1 0.082
H 1.2713 0.1878 -2.4307 -0.1 0.0 0.0 0.111
H 2.4955 -0.9012 -0.5680 -0.1 0.1 0.1 0.079
H -0.0383 0.3830 2.1188 0.0 -0.1 -0.1 0.153
H -0.7175 -1.0601 1.7731 0.1 0.0 -0.1 0.153

***

Relative energy (zero: lowest compared OMol25 entry of this formula, charge and spin) across the listed records, respectively: 4.342, 6.055, 3.942 eV.
LUMO across the listed records, respectively: 0.5, 0.9, 0.6 eV.